An isolated molecule of C27H35N3O5, computed with ωB97M-V with the def2-TZVPD basis set.

The geometry in XYZ format:
```
70
Properties=species:S:1:pos:R:3:forces:R:3:nbo_charge:R:1
C 6.868 1.329 2.962 -0.1 0.2 0.1 -0.25
H 6.895 2.086 2.172 0.0 0.0 0.0 0.18
O 7.414 0.107 2.526 0.1 -0.3 -0.2 -0.51
C 6.818 -0.538 1.486 0.0 -0.2 -0.1 0.40
C 5.699 -0.078 0.808 0.1 0.2 0.2 -0.40
C 5.166 -0.819 -0.246 0.3 -0.4 0.0 0.26
C 5.747 -2.021 -0.625 -0.2 0.0 -0.2 -0.31
C 6.865 -2.471 0.058 0.1 0.2 0.2 -0.17
C 7.402 -1.747 1.101 0.1 0.1 0.1 -0.31
H 8.272 -2.091 1.638 0.1 0.0 0.1 0.22
H 7.322 -3.404 -0.233 0.0 -0.1 0.0 0.21
H 5.330 -2.587 -1.439 0.0 0.0 0.0 0.25
N 4.040 -0.284 -0.882 0.1 0.3 0.3 -0.63
C 3.292 -0.800 -1.891 -0.4 0.5 -0.1 0.70
O 3.473 -1.857 -2.453 0.1 -0.3 -0.2 -0.61
C 2.156 0.153 -2.226 -0.1 0.0 -0.2 -0.32
C 1.180 0.344 -1.058 -0.2 0.3 0.0 -0.33
C 1.090 1.739 -0.475 0.2 -0.6 -0.3 0.71
O 2.034 2.395 -0.083 0.4 0.3 0.2 -0.65
N -0.204 2.114 -0.491 -0.4 0.0 -0.1 -0.41
C -0.631 3.430 -0.050 -0.1 0.3 0.1 -0.05
C -1.730 3.339 1.004 0.3 0.0 0.0 -0.62
H -1.912 4.324 1.427 -0.1 0.1 0.0 0.22
H -1.433 2.662 1.800 0.0 0.0 0.1 0.24
H -2.658 2.975 0.567 -0.2 0.0 0.0 0.19
C -1.063 4.284 -1.242 0.2 -0.1 0.2 -0.61
H -1.225 5.309 -0.919 -0.1 0.1 0.0 0.22
H -0.291 4.278 -2.008 0.1 0.0 -0.1 0.22
H -1.988 3.913 -1.677 -0.1 0.0 -0.1 0.20
H 0.266 3.871 0.398 -0.2 -0.1 -0.1 0.24
C -1.118 1.116 -1.015 0.2 0.0 0.1 -0.15
C -0.190 0.178 -1.773 0.2 -0.2 0.3 0.23
C -0.345 -1.312 -1.978 -0.1 0.1 -0.2 -0.23
C 0.532 -1.603 -2.931 -0.2 0.1 -0.1 -0.18
H 0.820 -2.551 -3.337 0.1 -0.3 0.0 0.24
C 1.152 -0.283 -3.339 0.5 -0.3 -0.1 0.07
H 1.527 -0.204 -4.354 0.0 0.0 0.0 0.22
O 0.093 0.631 -3.093 -0.1 0.5 0.1 -0.50
H -0.958 -1.956 -1.380 -0.1 -0.3 0.2 0.23
H -1.847 1.576 -1.687 0.0 -0.1 0.0 0.23
C -1.805 0.325 0.113 -0.1 0.3 -0.5 0.69
O -1.299 0.186 1.205 0.3 -0.1 0.3 -0.62
N -2.985 -0.210 -0.250 -0.3 -0.1 -0.1 -0.62
H -3.306 -0.112 -1.200 0.1 0.1 0.0 0.40
C -3.779 -1.049 0.628 -0.2 -0.2 -0.2 -0.05
C -3.744 -2.504 0.152 0.1 0.0 0.4 -0.39
C -4.568 -3.393 1.077 -0.2 0.0 -0.3 -0.40
C -6.005 -2.890 1.154 0.1 0.0 0.3 -0.39
C -6.033 -1.442 1.632 -0.1 -0.1 -0.4 -0.39
H -5.617 -1.384 2.640 0.0 0.1 0.1 0.20
C -5.222 -0.534 0.705 0.2 0.2 0.5 -0.22
C -5.263 0.912 1.193 0.0 -0.2 -0.2 -0.60
H -6.292 1.253 1.280 -0.1 0.1 0.0 0.21
H -4.787 0.996 2.167 0.1 0.0 0.2 0.21
H -4.743 1.570 0.502 0.0 0.1 0.0 0.21
H -5.659 -0.581 -0.300 0.0 -0.1 -0.1 0.19
H -7.064 -1.086 1.675 0.0 0.1 0.1 0.21
H -6.582 -3.515 1.836 -0.1 0.0 -0.1 0.21
H -6.467 -2.957 0.166 -0.1 0.0 0.0 0.19
H -4.125 -3.381 2.075 0.0 -0.1 0.1 0.20
H -4.548 -4.421 0.713 0.1 0.0 0.1 0.21
H -2.709 -2.851 0.130 0.0 0.0 -0.1 0.21
H -4.144 -2.560 -0.864 0.0 0.0 -0.1 0.19
H -3.309 -0.975 1.614 -0.1 0.0 -0.1 0.23
H 1.322 -0.383 -0.255 0.0 0.1 0.0 0.26
H 2.580 1.119 -2.521 0.0 -0.1 0.1 0.25
H 3.732 0.609 -0.510 -0.1 -0.1 -0.1 0.42
H 5.222 0.852 1.079 0.0 0.1 0.1 0.22
H 7.495 1.652 3.791 -0.1 0.0 -0.1 0.20
H 5.838 1.207 3.313 0.0 0.0 0.0 0.18
```
Positions in Å, forces in eV/Å.

Values from the calculation:
* total charge: 0
* frontier orbital gap: 8.630 eV
* energy above the lowest of the compared OMol25 structures with the same formula, charge and spin: 6.4 kJ/mol
* SMILES: COc1cccc(NC(=O)[C@@H]2[C@H]3C(=O)N(C(C)C)[C@H](C(=O)N[C@@H]4CCCC[C@H]4C)[C@]34C=C[C@H]2O4)c1
* LUMO level: 0.559 eV
* HOMO level: -8.072 eV
* M: 481.59 g mol⁻¹
* spin multiplicity: 1



A structure of composition C27H35N5O6RuS, computed with ωB97M-V with the def2-TZVPD basis set.

The geometry in XYZ format:
```
75
Properties=species:S:1:pos:R:3:forces:R:3:mulliken_spin:R:1
Ru -0.073 -0.609 0.762 0.6 1.4 0.4 2.72
O 3.098 2.513 1.056 0.1 -0.1 0.0 0.00
C 4.097 1.733 1.540 -0.2 0.0 0.0 -0.01
C 5.372 2.247 1.722 0.2 0.1 0.0 0.00
C 6.381 1.454 2.231 0.1 0.1 0.0 0.00
C 6.142 0.126 2.576 0.1 0.0 0.0 0.00
C 4.887 -0.393 2.404 -0.3 0.0 0.0 0.00
C 3.838 0.391 1.879 0.0 0.1 -0.1 0.00
C 2.535 -0.218 1.709 0.1 -0.3 0.1 0.00
O 1.575 0.425 1.058 -0.4 -0.6 -0.1 0.17
N 2.325 -1.439 2.198 -0.2 0.5 -0.3 0.05
N 1.077 -1.816 1.888 0.0 -0.5 0.2 -0.05
C 0.584 -2.960 2.230 0.1 0.3 0.0 -0.01
C -0.791 -3.179 1.825 -0.2 0.2 -0.1 0.04
C -1.518 -4.312 2.141 0.1 -0.1 0.1 -0.01
C -2.842 -4.395 1.752 -0.2 0.0 0.0 0.01
C -3.429 -3.339 1.058 -0.1 -0.2 0.1 0.01
C -2.668 -2.238 0.758 0.4 0.1 0.1 0.01
N -1.370 -2.159 1.117 0.0 -0.3 0.0 -0.01
H 3.430 3.413 0.939 0.0 -0.1 0.0 0.00
H 5.567 3.282 1.463 0.0 0.0 0.0 0.00
H 7.370 1.876 2.363 0.0 0.0 0.0 0.00
H 6.937 -0.486 2.978 0.0 0.0 0.0 0.00
H 4.680 -1.419 2.670 0.0 0.0 0.0 0.00
H 1.170 -3.673 2.793 0.0 -0.1 0.0 0.00
H -1.044 -5.107 2.703 0.0 0.0 0.0 0.00
H -3.424 -5.275 1.997 0.0 0.0 0.0 0.00
H -4.467 -3.368 0.759 0.0 0.0 0.0 0.00
H -3.077 -1.388 0.230 0.0 0.0 0.0 -0.01
C -0.225 4.127 1.049 -0.1 -0.1 0.0 0.00
C -1.593 3.908 1.693 0.1 0.1 0.0 0.00
C -2.440 2.806 1.009 0.0 0.0 -0.1 0.02
C -3.788 2.631 1.740 -0.1 0.0 0.0 0.00
C -4.620 1.459 1.226 0.1 0.0 0.0 0.00
C -2.717 3.244 -0.418 0.1 0.0 -0.1 0.00
O -3.352 4.221 -0.687 0.0 0.0 0.0 0.01
N -2.168 2.471 -1.462 -0.1 0.0 0.2 0.02
C -1.425 1.344 -1.334 0.2 0.1 0.3 -0.03
O -0.949 0.798 -2.329 -0.1 -0.2 0.0 0.12
N -1.221 0.862 -0.049 -0.1 0.0 -0.3 0.14
C -1.671 1.524 1.080 0.1 -0.1 -0.2 -0.07
O -1.365 0.991 2.145 0.0 -0.2 0.0 0.09
H 0.312 4.914 1.575 0.0 0.0 0.0 0.00
H -0.315 4.442 0.005 0.0 0.0 0.0 0.00
H 0.397 3.226 1.091 0.0 0.0 0.0 0.00
H -2.186 4.822 1.654 0.0 0.0 0.0 0.00
H -1.481 3.623 2.739 0.0 0.0 0.0 0.00
H -4.332 3.566 1.611 0.0 0.0 0.0 0.00
H -3.573 2.512 2.802 0.0 0.0 0.0 0.00
H -4.795 1.526 0.147 0.0 0.0 0.1 0.00
H -5.597 1.445 1.707 0.0 0.0 0.0 0.00
H -4.136 0.502 1.450 0.0 0.0 0.0 0.00
H -2.330 2.808 -2.403 0.0 0.0 0.0 0.00
C 1.727 1.588 -3.727 0.0 0.0 0.1 0.00
C 1.414 0.195 -4.264 0.0 0.1 0.1 0.00
C 1.813 -0.906 -3.292 -0.2 0.4 0.1 0.07
S 0.691 -1.030 -1.857 0.4 -0.7 0.0 0.25
O 1.454 -1.808 -0.818 -0.3 0.0 -0.3 0.37
C -0.664 -2.066 -2.458 0.1 0.1 0.0 0.04
C -0.335 -3.553 -2.394 -0.1 0.0 -0.1 0.01
C -1.586 -4.360 -2.741 0.0 0.0 0.0 0.00
H 1.381 2.352 -4.420 0.0 0.0 0.0 0.00
H 2.802 1.721 -3.589 0.0 0.0 0.0 0.00
H 1.234 1.766 -2.766 0.1 0.0 -0.1 0.01
H 1.971 0.008 -5.184 0.0 0.0 0.0 0.00
H 0.357 0.110 -4.525 0.0 0.0 0.0 0.00
H 2.782 -0.736 -2.820 0.0 0.0 0.0 0.01
H 1.764 -1.919 -3.699 0.0 0.0 0.0 0.02
H -0.856 -1.700 -3.470 0.0 0.0 0.0 0.00
H -1.527 -1.800 -1.849 -0.1 0.0 0.0 0.00
H 0.023 -3.813 -1.397 0.0 0.0 0.0 0.00
H 0.468 -3.796 -3.092 0.0 0.0 0.0 0.00
H -2.404 -4.136 -2.052 0.0 0.0 0.0 0.00
H -1.370 -5.426 -2.674 0.0 0.0 0.0 0.00
H -1.932 -4.153 -3.755 0.0 0.0 0.0 0.00
```
Positions in Å, forces in eV/Å.

Values from the calculation:
* total charge: +2
* frontier orbital gap (spin up / spin down): 6.536 / 4.417 eV
* LUMO level (spin up / spin down): -7.018 / -9.101 eV
* HOMO level (spin up / spin down): -13.554 / -13.517 eV
* M: 658.74 g mol⁻¹
* spin multiplicity: 5



A cluster of 3 separate species, C27H35NO6PS in total, computed with ωB97M-V with the def2-TZVPD basis set.

The geometry in XYZ format:
```
71
Properties=species:S:1:pos:R:3:forces:R:3:lowdin_charge:R:1
C 1.403 -2.352 0.387 0.5 -0.4 0.9 -0.14
C 2.410 -1.884 -0.819 -0.6 0.3 -0.3 -0.26
C 1.712 -1.744 -2.296 -0.7 -0.2 0.2 -0.22
C 0.680 -0.473 -2.387 -1.1 -0.4 -0.2 -0.24
C 0.814 0.439 -3.742 1.2 0.1 0.6 -0.22
C 0.199 1.959 -3.616 0.0 0.6 -1.1 -0.21
C -1.443 2.040 -3.784 0.0 -0.7 -0.6 -0.21
C -2.281 1.712 -2.412 -0.4 0.1 -0.3 -0.22
C -2.523 2.995 -1.421 -0.1 0.8 -0.3 -0.18
C -3.268 2.623 0.008 -0.7 -0.9 0.8 -0.13
C -3.612 1.015 0.177 0.4 -3.1 0.9 -0.06
C -2.715 0.032 1.191 -3.0 -2.2 -2.1 0.06
C -3.070 -1.590 1.288 -2.3 3.3 -3.0 0.04
C -4.323 -2.170 0.344 1.1 4.3 -0.1 0.03
C -5.138 -1.074 -0.610 3.9 -0.3 2.5 -0.20
P -6.583 -1.649 -1.747 -1.6 -1.0 -1.7 0.34
O -6.037 -3.094 -2.603 1.4 4.1 1.2 -0.27
O -6.783 -0.406 -3.001 3.1 -2.0 2.3 -0.27
S -8.244 -1.998 -0.767 2.1 0.5 -1.0 0.32
N -4.730 0.384 -0.622 2.0 -1.9 2.2 0.05
H 0.812 -3.351 0.177 1.2 2.0 0.1 0.08
H 2.086 -2.554 1.345 -1.6 0.4 -2.2 0.07
H 0.624 -1.538 0.726 1.5 -1.4 -0.9 0.06
H 3.263 -2.690 -0.913 -1.6 1.8 0.3 0.11
H 2.820 -0.813 -0.529 -0.5 -2.4 -0.5 0.11
H 1.061 -2.724 -2.500 1.7 2.0 0.3 0.12
H 2.531 -1.623 -3.123 -1.5 -0.3 1.6 0.11
H -0.423 -0.924 -2.394 2.2 1.0 0.2 0.10
H 0.749 0.188 -1.424 0.1 -1.1 -1.8 0.09
H 0.387 -0.165 -4.653 0.6 1.4 1.7 0.12
H 1.982 0.560 -3.957 -2.5 -0.2 0.4 0.12
H 0.640 2.565 -4.545 -0.9 -1.3 2.0 0.12
H 0.596 2.555 -2.661 -0.9 -1.6 -1.9 0.12
H -1.785 3.048 -4.324 0.8 -2.1 1.5 0.13
H -1.724 1.178 -4.560 0.6 1.8 1.6 0.12
H -3.361 1.307 -2.709 2.2 0.8 0.5 0.10
H -1.735 0.826 -1.877 -1.0 1.7 -0.8 0.09
H -3.226 3.784 -1.975 1.5 -1.8 1.1 0.13
H -1.531 3.607 -1.171 -2.1 -1.7 -0.5 0.12
H -4.305 3.194 0.131 2.2 -1.2 -0.4 0.14
H -2.595 2.904 0.951 -1.5 -0.7 -2.3 0.10
H -1.806 0.467 1.829 -2.4 -0.9 -1.7 0.11
H -2.429 -2.301 1.966 -1.5 1.5 -1.5 0.11
H -4.592 -3.327 0.359 0.4 2.9 -0.2 0.13
H -5.125 -2.849 -2.984 -1.7 -0.8 0.5 0.09
H -5.852 -0.220 -3.363 -1.9 -0.3 0.3 0.08
H -5.283 1.021 -1.266 0.9 -1.0 1.2 0.15
C 1.689 1.544 2.592 -0.3 -0.3 -0.4 0.04
C 0.730 2.036 1.801 0.2 -0.1 0.2 0.01
C 0.126 3.358 2.061 -0.2 0.2 -0.2 -0.37
O -0.753 3.808 1.339 0.3 -0.2 0.3 0.05
C 0.624 4.115 3.226 0.2 0.0 0.3 0.03
C 1.583 3.623 4.017 -0.3 0.4 -0.1 0.04
C 2.187 2.301 3.757 0.8 -0.3 0.7 -0.36
O 3.066 1.851 4.479 -0.7 0.3 -0.6 0.12
H 2.142 0.576 2.415 0.1 0.0 0.0 0.10
H 0.354 1.493 0.942 0.0 0.0 -0.1 0.10
H 0.171 5.083 3.403 0.0 0.0 0.0 0.13
H 1.959 4.166 4.876 0.0 0.0 0.0 0.13
C 6.378 -3.333 1.948 -0.3 0.2 -0.4 0.03
C 5.388 -2.549 1.512 0.3 -0.3 -0.1 0.03
C 4.593 -1.728 2.446 -0.2 0.3 -0.1 -0.37
O 3.685 -1.011 2.048 0.4 -0.2 0.2 0.05
C 4.934 -1.807 3.880 0.2 -0.2 0.3 0.03
C 5.924 -2.592 4.317 -0.4 0.3 0.1 0.03
C 6.720 -3.413 3.382 0.8 -0.6 0.4 -0.38
O 7.628 -4.130 3.780 -0.7 0.6 -0.3 0.12
H 6.971 -3.942 1.276 0.0 0.0 0.0 0.13
H 5.126 -2.479 0.463 0.0 0.0 0.0 0.11
H 4.342 -1.199 4.552 0.0 0.0 0.0 0.12
H 6.187 -2.662 5.365 0.0 0.0 0.0 0.13
```
Positions in Å, forces in eV/Å.

Values from the calculation:
* total charge: +1
* frontier orbital gap: 6.925 eV
* LUMO level: -5.140 eV
* HOMO level: -12.065 eV
* M: 532.62 g mol⁻¹
* spin multiplicity: 1



A structure of composition C27H36CaN10S, computed with ωB97M-V with the def2-TZVPD basis set.

The geometry in XYZ format:
```
75
Properties=species:S:1:pos:R:3:forces:R:3:lowdin_charge:R:1
Ca 0.202 0.224 0.055 0.1 0.5 0.3 1.36
C -2.270 -1.415 -1.418 -0.1 -0.2 -0.1 -0.19
C -2.092 -0.161 -2.253 -0.1 0.1 -0.1 -0.19
N -0.683 0.284 -2.332 0.1 -0.2 0.1 -0.14
C 0.135 -0.574 -3.209 0.0 0.1 -0.2 -0.14
C 0.833 -1.732 -2.525 0.0 -0.2 -0.1 -0.28
C 1.471 -2.706 -3.275 -0.1 0.1 0.0 0.01
C 2.104 -3.746 -2.610 0.0 -0.1 0.0 -0.01
C 2.068 -3.795 -1.229 -0.1 0.1 0.1 0.00
C 1.405 -2.782 -0.544 0.1 -0.2 0.0 -0.27
C 1.336 -2.827 0.967 0.1 0.0 0.2 -0.15
N 0.570 -1.745 1.618 -0.1 0.0 -0.3 -0.13
C -0.796 -2.176 1.985 0.0 -0.2 0.0 -0.19
C -1.662 -2.411 0.759 -0.1 -0.2 -0.1 -0.19
N -1.837 -1.193 -0.035 0.1 0.2 0.1 -0.15
N 0.821 -1.777 -1.189 -0.2 0.2 0.1 0.02
H -3.316 -1.738 -1.471 0.0 0.0 0.0 0.14
H -1.674 -2.231 -1.828 0.0 0.0 0.0 0.12
H -2.488 -0.346 -3.259 0.0 0.0 0.1 0.13
H -2.673 0.661 -1.825 0.0 0.0 0.0 0.12
H -0.685 1.211 -2.745 0.0 0.0 0.0 0.12
H -0.479 -0.979 -4.023 0.1 0.0 0.0 0.14
H 0.890 0.057 -3.685 0.0 -0.1 0.0 0.14
H 1.465 -2.659 -4.355 0.0 0.0 0.0 0.13
H 2.611 -4.521 -3.170 0.0 0.0 0.0 0.13
H 2.534 -4.605 -0.686 0.0 0.0 0.0 0.13
H 0.922 -3.801 1.257 0.1 0.0 0.0 0.14
H 2.359 -2.790 1.345 0.0 0.0 -0.1 0.11
H 1.060 -1.509 2.473 0.0 0.0 0.0 0.12
H -0.764 -3.116 2.550 0.0 0.1 0.1 0.13
H -1.234 -1.416 2.638 0.0 0.0 0.0 0.12
H -1.187 -3.157 0.119 0.0 0.0 0.0 0.12
H -2.624 -2.837 1.065 0.1 0.0 0.0 0.14
H -2.536 -0.622 0.417 -0.1 0.0 0.0 0.06
S -1.645 7.508 3.445 0.1 -0.3 0.1 1.09
N -0.251 6.889 2.925 -0.1 0.0 -0.1 -0.20
C -0.517 5.655 2.512 0.2 0.2 0.1 -0.31
C 0.443 4.729 1.954 0.0 -0.1 0.0 -0.07
C 1.784 5.080 1.816 0.1 -0.1 0.0 0.04
C 2.650 4.156 1.284 -0.1 0.0 0.0 -0.01
C 2.136 2.924 0.900 0.0 0.0 0.0 -0.13
N 0.861 2.558 1.017 0.1 0.0 0.0 0.03
C 0.008 3.455 1.551 -0.2 0.0 0.1 -0.14
C -1.410 3.061 1.723 0.1 0.2 0.0 -0.14
N -1.783 1.818 1.347 -0.1 0.0 0.0 0.08
C -3.055 1.496 1.563 0.0 -0.1 0.0 -0.13
C -4.022 2.328 2.114 0.0 0.1 0.0 -0.01
C -3.650 3.599 2.477 0.1 -0.1 0.0 0.04
C -2.321 3.972 2.285 0.0 -0.1 0.0 -0.07
C -1.859 5.288 2.669 -0.2 0.1 0.1 -0.31
N -2.612 6.242 3.203 0.0 0.1 -0.1 -0.20
H 2.116 6.060 2.128 0.0 0.0 0.0 0.13
H 3.702 4.365 1.155 0.0 0.0 0.0 0.12
H 2.796 2.196 0.462 0.1 0.0 0.0 0.06
H -3.378 0.498 1.298 0.0 0.0 0.0 0.09
H -5.031 1.968 2.248 0.0 0.0 0.0 0.12
H -4.346 4.305 2.909 0.0 0.0 0.0 0.13
C 5.144 -1.566 -0.709 0.0 0.1 0.0 -0.03
C 4.830 -0.574 0.403 -0.1 0.0 0.0 -0.62
C 5.177 -1.167 1.763 0.0 0.0 0.0 -0.03
C 5.595 0.732 0.195 0.1 0.0 0.0 -0.04
N 3.352 -0.354 0.449 0.0 0.0 0.0 -0.06
N 2.779 0.275 -0.710 0.1 0.1 0.1 -0.04
H 6.206 -1.801 -0.722 0.0 0.0 0.0 0.10
H 4.900 -1.161 -1.694 0.0 0.0 0.0 0.08
H 4.589 -2.492 -0.565 0.0 -0.1 0.0 0.07
H 6.245 -1.366 1.836 0.0 0.0 0.0 0.10
H 4.647 -2.104 1.930 0.0 0.0 0.0 0.08
H 4.923 -0.477 2.571 0.0 0.0 0.0 0.09
H 6.668 0.545 0.227 0.0 0.0 0.0 0.10
H 5.370 1.455 0.982 0.0 0.0 0.0 0.09
H 5.403 1.190 -0.777 0.0 0.0 0.0 0.08
H 3.180 0.275 1.231 0.0 0.0 0.0 0.09
H 2.760 -0.421 -1.447 0.1 0.0 0.1 0.06
H 3.394 1.021 -1.042 -0.1 0.0 -0.1 0.08
```
Positions in Å, forces in eV/Å.

Values from the calculation:
* total charge: +2
* frontier orbital gap: 8.489 eV
* LUMO level: -5.405 eV
* HOMO level: -13.894 eV
* M: 572.80 g mol⁻¹
* spin multiplicity: 1



Which of these has the highest M?
C27H35N5O6RuS



Number 2 is which compound?
C27H35N5O6RuS